{
  "formula": "C34H40ClF4N2PSbTl",
  "method": "ωB97M-V/def2-TZVPD",
  "total_charge": 2,
  "multiplicity": 1,
  "homo_lumo_gap_ha": [0.1770, 0.2112],
  "elements": ["Tl", "Sb", "Cl", "P", "F", "F", "F", "F", "N", "N", "C", "C", "C", "C", "C", "C", "C", "C", "C", "C", "C", "C", "C", "C", "C", "C", "C", "C", "C", "C", "C", "C", "C", "C", "C", "C", "C", "C", "C", "C", "C", "C", "C", "C", "H", "H", "H", "H", "H", "H", "H", "H", "H", "H", "H", "H", "H", "H", "H", "H", "H", "H", "H", "H", "H", "H", "H", "H", "H", "H", "H", "H", "H", "H", "H", "H", "H", "H", "H", "H", "H", "H", "H", "H"],
  "positions_angstrom": [[-1.0464, -0.9064, -0.8626], [-3.4308, 1.1224, 1.0581], [-0.5413, 1.9529, 0.6374], [1.6440, 0.3576, -0.9896], [-1.2696, -0.8670, 1.9038], [2.9334, -3.1250, 2.0898], [-1.1438, -0.5048, 4.5493], [2.9460, -2.8279, 4.7298], [0.6321, -2.2631, 0.5567], [-0.6661, -3.5337, -1.5436], [0.7667, 4.2468, 0.0439], [0.7407, 2.8707, -0.0888], [0.7823, -2.0939, 1.8748], [1.8058, 4.9550, -0.5376], [1.8674, -2.5573, 2.6739], [1.4487, 1.0533, -3.6959], [3.0867, 0.1973, 1.2942], [0.7265, -3.8847, -1.3534], [-2.8755, 1.9586, 3.0342], [-5.5201, 0.6884, 1.5853], [1.9750, -0.4434, -5.5032], [0.8842, -1.7143, 4.7225], [1.8685, 0.0928, -2.7746], [-1.0881, -3.7715, -2.9193], [5.2868, -0.7049, 1.5777], [-3.7161, 2.5890, -0.5983], [2.8143, 4.2851, -1.2122], [5.3504, -0.9806, 0.2214], [1.9040, -2.3706, 4.0460], [1.5160, 0.7839, -5.0509], [2.3090, -1.1495, -3.2324], [-3.1193, 3.4370, 3.2018], [4.2852, -0.6791, -0.6110], [2.3754, -1.4056, -4.5898], [3.1450, -0.0948, -0.0713], [4.1599, -0.0951, 2.1109], [-1.5220, -4.2048, -0.5729], [-0.1585, -1.1977, 3.9685], [1.3804, -3.3148, -0.0700], [-0.2012, -1.3802, 2.6041], [-6.3720, 0.1454, 0.4627], [2.7773, 2.9071, -1.3330], [1.7189, 2.1815, -0.7913], [-4.1600, 3.9597, -0.1503], [6.2369, -1.4317, -0.1950], [1.2733, -3.5566, -2.2369], [-4.4681, 2.1179, -1.2301], [2.3802, -2.9428, -0.3365], [-0.4568, -3.1995, -3.5998], [-3.4976, 1.3804, 3.7146], [2.6096, -1.9067, -2.5237], [-6.0086, -0.8205, 0.1137], [1.2056, 1.5348, -5.7587], [0.9199, -1.5956, 5.7919], [-7.3883, 0.0032, 0.8287], [-1.3280, -5.2833, -0.5444], [3.5620, 2.3817, -1.8556], [-2.1198, -3.4483, -3.0475], [-1.0175, -4.8309, -3.1898], [1.0842, 2.0144, -3.3567], [-5.8983, 1.6491, 1.9348], [-4.3595, 4.5678, -1.0338], [4.3583, -0.8707, -1.6700], [3.6313, 4.8406, -1.6444], [2.0228, -0.6478, -6.5610], [-2.5092, 4.0286, 2.5247], [-1.3376, -3.7982, 0.4231], [1.8295, 6.0293, -0.4537], [-5.4910, 0.0025, 2.4301], [0.8303, -4.9768, -1.2888], [-2.8407, 3.7139, 4.2187], [6.1143, -0.9583, 2.2212], [-2.7786, 2.6394, -1.1498], [2.7467, -2.3550, -4.9400], [-1.8335, 1.7137, 3.2164], [2.1988, 0.6692, 1.6984], [-2.5707, -4.0510, -0.8259], [-3.3879, 4.4585, 0.4293], [-0.0050, 4.7599, 0.5951], [-4.1644, 3.6993, 3.0607], [-5.0753, 3.9214, 0.4357], [-6.4167, 0.8356, -0.3787], [1.5341, -4.1451, 0.6274], [4.1157, 0.1438, 3.1621]],
  "atomic_forces_ev_per_a": [[-0.05, -0.29, -0.32], [-1.51, 0.98, 0.29], [0.02, 0.31, 0.53], [0.07, 0.37, -0.18], [0.72, -0.46, 0.70], [-0.53, 0.24, 0.36], [0.12, -0.16, -0.02], [-0.08, 0.05, -0.16], [-0.40, -0.15, 0.46], [-0.12, 0.66, 0.14], [-0.10, 0.02, 0.08], [0.52, 0.16, -0.47], [0.21, 0.09, 0.30], [-0.05, -0.14, 0.05], [0.62, -0.25, -0.06], [0.11, -0.04, 0.18], [0.00, -0.08, -0.22], [0.20, -0.02, 0.04], [0.18, -0.38, -0.48], [0.57, -0.22, -0.17], [0.02, 0.07, 0.07], [0.15, -0.04, -0.38], [0.11, 0.07, 0.18], [-0.02, -0.13, -0.11], [0.00, 0.02, -0.04], [0.28, -0.58, 0.25], [0.11, -0.04, -0.06], [0.13, -0.09, 0.10], [-0.09, -0.07, 0.00], [-0.09, -0.06, -0.12], [-0.07, 0.19, 0.04], [-0.07, 0.19, -0.14], [-0.15, 0.14, 0.08], [-0.02, -0.10, -0.08], [-0.16, -0.11, -0.13], [0.00, -0.04, 0.05], [-0.04, -0.07, 0.01], [-0.24, 0.12, -0.40], [0.22, -0.50, -0.35], [-0.59, 0.48, -0.16], [-0.03, -0.06, -0.11], [-0.15, 0.10, 0.09], [-0.16, -0.34, -0.12], [-0.02, 0.10, 0.23], [0.12, -0.05, -0.04], [-0.03, 0.00, 0.05], [0.02, -0.17, 0.03], [-0.02, -0.03, 0.12], [0.00, 0.01, 0.00], [-0.02, -0.20, -0.06], [0.10, -0.09, 0.03], [-0.03, 0.00, -0.07], [-0.05, 0.11, -0.10], [0.00, 0.05, 0.17], [-0.06, -0.02, -0.07], [-0.04, -0.04, -0.02], [0.11, -0.03, -0.09], [-0.04, -0.02, -0.01], [-0.03, -0.03, -0.02], [0.03, 0.02, -0.02], [0.14, 0.17, 0.10], [-0.03, 0.02, -0.02], [0.03, -0.03, -0.09], [0.09, 0.05, -0.05], [0.03, -0.01, -0.10], [0.03, 0.09, -0.04], [-0.03, -0.07, 0.05], [0.01, 0.12, 0.04], [0.09, 0.05, 0.08], [0.06, 0.00, -0.16], [-0.02, 0.04, 0.06], [0.12, 0.00, 0.04], [0.02, -0.18, 0.07], [0.04, -0.16, -0.04], [0.02, -0.15, -0.06], [-0.04, 0.06, 0.11], [0.02, 0.04, 0.01], [-0.02, 0.10, 0.05], [-0.10, 0.03, 0.06], [-0.08, 0.10, -0.02], [-0.08, 0.08, 0.07], [-0.04, -0.04, -0.07], [0.03, 0.19, -0.05], [0.03, 0.03, 0.14]]
}